No. 1
{"formula": "H80O40", "method": "ωB97M-V with the def2-TZVPD basis set", "symbols": ["H", "H", "H", "H", "H", "O", "O", "O", "O", "H", "H", "H", "H", "H", "H", "H", "H", "H", "O", "H", "H", "H", "O", "H", "O", "H", "H", "O", "H", "H", "O", "O", "O", "H", "H", "H", "O", "H", "H", "H", "O", "H", "O", "O", "H", "H", "H", "H", "H", "H", "H", "H", "O", "O", "O", "H", "H", "O", "H", "H", "O", "H", "O", "O", "H", "H", "H", "H", "H", "H", "H", "H", "H", "H", "O", "H", "H", "O", "H", "H", "H", "H", "O", "O", "O", "H", "O", "H", "H", "H", "H", "H", "H", "O", "H", "O", "H", "O", "H", "H", "O", "H", "H", "O", "H", "O", "O", "H", "H", "O", "H", "O", "H", "H", "H", "H", "H", "O", "O", "O"], "positions_angstrom": [[-0.418, 1.509, -1.852], [-0.220, -0.982, -0.424], [1.162, 1.130, 3.464], [-3.372, 0.557, 0.010], [-1.038, -0.066, 5.016], [1.382, 0.992, -4.305], [4.455, 2.334, 1.769], [-3.021, 4.001, -2.599], [-0.003, -2.331, -2.928], [4.584, -1.093, 2.430], [1.919, 4.437, 1.869], [-0.181, -2.523, 5.437], [-3.080, -0.618, -3.128], [-4.347, 4.859, -1.373], [-1.388, 2.044, -5.864], [-2.505, -6.387, -1.001], [0.672, -0.636, 2.162], [1.833, -0.370, 3.747], [-2.636, -3.080, 3.861], [0.045, -4.863, -1.162], [-4.248, -0.482, 1.659], [-2.092, 0.306, -0.161], [2.611, 1.400, 0.210], [-0.170, -1.787, 1.591], [0.573, -1.107, 1.292], [-1.774, -3.003, -1.059], [6.407, -1.275, 0.721], [1.423, -0.120, 5.976], [-5.751, 1.296, -1.536], [5.880, -0.053, 1.371], [-0.249, 2.462, -2.084], [-0.873, 1.902, 1.655], [-0.969, 2.048, -5.069], [2.374, -0.733, -2.506], [1.882, -3.654, 1.418], [-0.836, -2.642, -2.777], [3.001, 3.589, -1.448], [2.362, 3.211, -5.548], [-1.615, 0.359, -1.834], [1.921, 5.289, -0.031], [2.240, 5.949, 0.693], [-2.776, 3.936, -3.457], [-2.075, -0.016, 5.122], [1.613, 3.627, 1.889], [-1.946, 1.395, -3.020], [-2.242, 0.516, 5.847], [-4.496, 1.883, -2.215], [-2.734, -3.233, 2.923], [0.870, 3.212, 1.643], [-2.239, -2.999, 0.188], [0.608, -5.922, 1.477], [0.106, 5.160, -2.512], [-3.306, -1.343, -3.560], [-2.393, 0.870, -2.245], [-0.703, 4.988, -3.008], [3.299, -4.377, -3.242], [1.502, 0.837, 5.927], [2.496, -3.327, 2.234], [4.782, -4.743, -0.254], [-3.021, -5.115, -1.485], [-4.384, -4.111, 0.789], [2.761, 3.827, -4.088], [5.317, -4.338, -0.983], [0.968, 0.062, 3.580], [-5.192, -4.193, 0.202], [0.968, -3.465, -1.085], [1.911, 0.155, -4.138], [-0.622, 1.007, 1.581], [-2.380, -2.123, 3.977], [2.838, 6.442, 0.233], [-4.770, -1.791, -1.171], [-0.120, -3.573, 4.340], [-3.195, 4.081, -0.934], [-0.026, 2.475, -2.949], [1.990, 3.781, -4.738], [1.640, 1.830, -3.857], [3.166, 2.702, -1.035], [-5.177, -0.243, 1.585], [-1.722, 3.970, 4.281], [3.800, 2.070, 1.070], [4.540, -3.851, -1.445], [-2.918, 3.120, 3.666], [4.477, -0.491, 3.191], [0.304, -2.797, 4.718], [3.326, -3.659, -2.521], [0.571, -0.777, -1.893], [1.324, -5.623, 0.938], [-5.191, 0.683, 1.238], [2.558, -2.500, 1.881], [-0.173, -2.441, -4.093], [2.366, 0.690, 0.849], [2.486, 2.710, 3.137], [3.700, -1.136, -3.206], [3.088, 2.096, 3.629], [4.348, 0.445, 2.773], [-2.327, -5.505, -0.944], [-1.126, 4.242, -2.581], [3.031, -0.467, -3.071], [1.117, -0.415, 5.194], [2.633, 1.074, -0.681], [0.702, -4.203, -1.500], [-3.342, 3.080, -2.375], [-0.134, 1.924, -5.162], [-2.780, -0.023, 0.422], [2.042, 3.602, -1.493], [-0.107, -0.368, -1.180], [-4.756, 1.121, -1.610], [-4.189, -1.240, -3.794], [-4.742, -3.214, 1.150], [-4.290, 4.209, -0.662], [1.916, -5.487, 1.822], [-5.360, -2.601, -1.098], [4.047, 2.258, 3.520], [4.641, 3.348, 1.755], [2.569, -3.367, -2.087], [-5.995, -2.278, -1.804], [-1.418, 1.856, 2.440], [-1.517, -2.502, -0.263], [-2.043, 3.611, 3.564], [5.563, -0.906, 1.004]], "orbital_gap_ev": [8.77, 2.55], "multiplicity": 2, "lumo_ev": [-3.485, -9.706], "e_homo_ev": [-12.25, -12.25], "total_charge": 1}

No. 2
{"formula": "H8IO4", "method": "ωB97M-V with the def2-TZVPD basis set", "symbols": ["O", "H", "O", "H", "H", "I", "H", "H", "H", "O", "H", "O", "H"], "positions_angstrom": [[-0.722, 0.113, -1.966], [-1.721, 0.901, 0.957], [-1.363, -1.865, 0.885], [-2.930, 0.343, 1.676], [-0.558, -1.335, 0.985], [1.018, 1.102, 1.092], [-0.847, 0.461, -2.853], [-0.164, 0.771, -1.518], [4.013, -0.501, -0.702], [4.255, 0.185, -0.074], [-1.721, -1.549, 0.047], [-2.682, 1.032, 1.052], [3.422, 0.344, 0.418]], "orbital_gap_ev": 8.06, "lumo_ev": 3.442, "e_homo_ev": -4.62, "total_charge": -1}

No. 3
{"formula": "H8InO4", "method": "ωB97M-V with the def2-TZVPD basis set", "symbols": ["H", "H", "H", "H", "H", "H", "H", "H", "O", "O", "O", "In", "O"], "positions_angstrom": [[-1.796, 1.180, -0.251], [-1.639, 0.801, 1.391], [-0.121, -1.933, -1.969], [2.902, 0.415, 0.302], [-0.413, -0.486, -2.306], [-0.935, 1.003, -1.484], [2.756, -0.978, 0.877], [-0.835, 0.923, 2.668], [-1.125, 0.613, -0.630], [-0.331, -1.089, -1.568], [2.255, -0.191, 0.662], [0.188, -0.668, 0.443], [-0.905, 0.409, 1.864]], "orbital_gap_ev": 9.91, "lumo_ev": -17.496, "e_homo_ev": -27.40, "total_charge": 3}

No. 4
{"formula": "H8N2Si2", "method": "ωB97M-V with the def2-TZVPD basis set", "symbols": ["H", "H", "H", "N", "H", "H", "H", "Si", "Si", "H", "N", "H"], "positions_angstrom": [[-0.687, -0.442, -1.993], [2.664, -0.365, 1.434], [-2.117, 0.443, 2.052], [-1.138, 0.142, -1.296], [2.512, -1.202, -0.872], [2.603, 1.127, -0.466], [-1.656, 1.494, 0.582], [-0.363, -0.350, 0.202], [2.065, -0.141, 0.074], [-0.678, -1.845, 0.417], [-1.026, 0.937, 1.154], [-2.179, 0.201, -1.288]], "orbital_gap_ev": 9.50, "lumo_ev": 0.252, "e_homo_ev": -9.25}

No. 5
{"formula": "H8N4P4", "method": "ωB97M-V with the def2-TZVPD basis set", "symbols": ["N", "H", "H", "P", "P", "H", "N", "H", "H", "N", "P", "H", "N", "P", "H", "H"], "positions_angstrom": [[-0.894, 1.959, 0.562], [-0.491, -2.819, -1.215], [-1.760, -1.803, -1.752], [-0.652, -1.042, 0.222], [0.028, 0.928, -0.505], [-2.564, -1.894, 1.406], [2.990, 1.364, -0.495], [-1.095, 2.912, -0.019], [-2.661, -0.169, 1.322], [-1.081, -2.040, -1.020], [2.022, -1.516, 0.483], [2.824, 0.900, -1.402], [-2.336, -1.010, 0.856], [1.921, 0.639, 0.614], [-0.200, 2.193, 1.235], [3.949, 1.397, -0.291]], "orbital_gap_ev": [5.76, 5.79], "lumo_ev": [-0.892, -0.928], "e_homo_ev": [-6.66, -6.72]}

No. 6
{"formula": "H8O12S2Tl", "method": "ωB97M-V with the def2-TZVPD basis set", "symbols": ["H", "Tl", "O", "O", "H", "O", "O", "H", "O", "H", "O", "S", "S", "O", "H", "H", "O", "O", "O", "H", "H", "O", "O"], "positions_angstrom": [[-0.480, -3.515, -2.269], [0.874, -0.573, -0.585], [-1.309, -0.964, 3.554], [-0.099, 0.436, -3.234], [-2.405, 0.777, -1.480], [0.427, 1.625, 1.361], [0.727, -1.815, 2.601], [2.434, 2.508, -1.047], [1.149, 1.179, 3.675], [1.032, 3.020, -1.296], [1.526, 2.218, -1.130], [1.573, 1.498, 2.306], [-0.735, -1.909, 2.556], [-1.090, -3.320, 2.807], [0.321, 0.993, -3.890], [-1.375, -2.418, -2.805], [2.350, 0.367, 1.845], [-1.884, 0.415, -0.763], [-0.613, -2.568, -2.245], [-2.499, 0.337, -0.034], [-1.037, 0.554, -3.383], [-1.248, -1.487, 1.187], [2.360, 2.641, 2.271]], "orbital_gap_ev": 3.76, "lumo_ev": -1.163, "e_homo_ev": -4.92, "total_charge": -1}

No. 7
{"formula": "H8O3S2", "method": "ωB97M-V with the def2-TZVPD basis set", "symbols": ["H", "H", "S", "H", "H", "H", "H", "H", "H", "O", "O", "O", "S"], "positions_angstrom": [[3.445, -0.208, 0.924], [-0.805, -1.559, -1.233], [1.996, 0.914, 1.281], [2.633, 1.994, 0.616], [-3.140, -0.600, 0.588], [-0.844, 0.685, -1.664], [0.173, 1.831, -1.142], [4.711, -1.262, 1.377], [-3.981, -1.541, 1.421], [-0.498, 1.690, -1.822], [-3.800, -0.658, 1.359], [3.988, -1.079, 0.731], [-1.978, -0.849, -1.471]], "orbital_gap_ev": [7.09, 3.23], "multiplicity": 2, "lumo_ev": [-6.477, -10.733], "e_homo_ev": [-13.57, -13.96], "total_charge": 1}

No. 8
{"formula": "H8O4", "method": "ωB97M-V with the def2-TZVPD basis set", "symbols": ["O", "H", "H", "H", "O", "H", "H", "H", "H", "O", "O", "H"], "positions_angstrom": [[7.881, 3.038, 2.367], [6.074, 8.248, 1.571], [4.797, 4.796, 2.899], [2.693, 5.102, 2.992], [3.065, 4.409, 3.536], [7.389, 3.850, 2.253], [6.213, 6.905, 2.255], [2.797, 4.633, 4.427], [6.002, 4.815, 3.814], [6.312, 7.845, 2.406], [5.721, 5.043, 2.928], [8.078, 2.749, 1.476]], "orbital_gap_ev": 11.41, "lumo_ev": 0.407, "e_homo_ev": -11.00}

No. 9
{"formula": "H8O4", "method": "ωB97M-V with the def2-TZVPD basis set", "symbols": ["O", "H", "H", "H", "H", "H", "O", "H", "H", "H", "O", "O"], "positions_angstrom": [[-0.652, 1.704, 0.267], [-0.239, 0.807, 0.486], [-2.605, 0.223, -2.145], [2.198, -0.208, 1.290], [-2.103, 0.531, -0.739], [2.834, -1.563, 1.379], [-2.204, -0.205, -1.334], [-0.682, 2.225, 1.071], [-0.413, -0.957, -0.740], [1.051, -0.904, -0.338], [2.668, -0.800, 0.764], [0.148, -0.851, 0.038]], "orbital_gap_ev": 11.94, "lumo_ev": 0.713, "e_homo_ev": -11.23}

No. 10
{"formula": "H8O4", "method": "ωB97M-V with the def2-TZVPD basis set", "symbols": ["H", "H", "O", "O", "H", "O", "H", "H", "O", "H", "H", "H"], "positions_angstrom": [[1.399, -1.333, 0.047], [-1.145, -0.524, -1.433], [0.928, -1.102, 3.380], [0.712, -0.763, 0.415], [0.681, 0.005, -0.176], [-0.860, -0.266, -2.324], [-0.336, 2.863, -0.898], [-0.756, 1.487, -1.446], [-0.486, 1.949, -0.634], [0.228, -0.470, 3.568], [-1.406, -0.792, -2.919], [1.042, -1.055, 2.419]], "orbital_gap_ev": 11.20, "lumo_ev": 0.467, "e_homo_ev": -10.73}

No. 11
{"formula": "H8O4", "method": "ωB97M-V with the def2-TZVPD basis set", "symbols": ["O", "H", "O", "H", "H", "O", "H", "H", "H", "H", "O", "H"], "positions_angstrom": [[0.299, 0.219, 1.073], [0.035, -1.032, -0.424], [-0.530, -1.674, -0.886], [-0.700, -1.316, -1.791], [-1.619, 1.099, -0.769], [-2.039, 0.702, 0.018], [-2.492, -0.116, -0.245], [0.294, -0.217, 1.925], [-0.664, 0.361, 0.943], [1.785, 0.833, 0.428], [2.671, 0.980, 0.058], [2.964, 0.166, -0.329]], "orbital_gap_ev": 11.05, "lumo_ev": 0.302, "e_homo_ev": -10.75}

No. 12
{"formula": "H8O4", "method": "ωB97M-V with the def2-TZVPD basis set", "symbols": ["O", "O", "O", "H", "O", "H", "H", "H", "H", "H", "H", "H"], "positions_angstrom": [[2.161, 1.202, -0.909], [-0.573, 0.681, -0.528], [0.635, -1.051, 1.538], [2.932, 0.862, -1.372], [-2.694, -1.187, 0.488], [2.503, 1.571, -0.088], [-2.034, -0.504, 0.316], [0.441, -0.798, 0.628], [-2.415, -1.932, -0.051], [0.319, 0.937, -0.811], [-1.151, 0.952, -1.249], [-0.124, -0.733, 2.036]], "orbital_gap_ev": 11.31, "lumo_ev": 0.380, "e_homo_ev": -10.93}